Entry 1:
{
  "formula": "C5H7N2OS",
  "method": "ωB97M-V/def2-TZVPD",
  "de_lowest_kj_mol": 145.2,
  "charge": -1,
  "gap_ev": 5.4,
  "elements": ["C", "C", "C", "C", "C", "N", "N", "O", "S", "H", "H", "H", "H", "H", "H", "H"],
  "xyz": [[-1.0342, -1.2435, -0.6072], [0.4957, -0.1852, -2.3550], [-0.6558, 0.2214, -0.4922], [0.7184, 1.4500, 1.2758], [-0.3101, 0.3912, 0.9496], [0.1887, 0.6534, -1.4436], [0.0795, -0.9401, 1.4238], [-0.6615, -1.8675, 0.6254], [-0.2429, -1.8364, -2.1715], [-2.0992, -1.4656, -0.7305], [0.9533, 0.0536, -3.2962], [1.5950, 1.3157, 0.6419], [0.3010, 2.4320, 1.0732], [1.0139, 1.3901, 2.3232], [-1.4066, 0.6982, 1.6267], [1.0649, -1.0672, 1.1568]],
  "lowdin_charge": [-0.5805, -0.5578, -0.3721, -0.0995, -0.4312, -0.0649, -0.0269, -0.1968, 0.7724, 0.0728, 0.0162, 0.0648, 0.0679, 0.0612, 0.1660, 0.1083]
}

Entry 2:
{
  "formula": "C5H7N2OS",
  "method": "ωB97M-V/def2-TZVPD",
  "de_lowest_kj_mol": 529.9,
  "charge": 1,
  "gap_ev": [8.2, 8.2],
  "elements": ["C", "C", "C", "C", "C", "N", "N", "O", "S", "H", "H", "H", "H", "H", "H", "H"],
  "xyz": [[1.3090, -0.0734, 0.0379], [-0.7086, -1.1902, 0.2340], [-1.5166, 0.7479, -0.1068], [-1.7074, -2.1016, 0.2759], [-0.4402, 1.7482, 0.1619], [0.8755, 1.1706, 0.0106], [0.5972, -1.2017, 0.1427], [1.8484, 2.1979, -0.0754], [-3.1431, 0.8012, -0.2435], [2.4334, -0.0788, 0.0422], [-1.4746, -3.2415, 0.4169], [-2.6903, -1.8044, 0.1781], [-0.4467, 2.7038, -0.3440], [-0.5457, 2.0471, 1.1504], [1.0491, -2.1015, 0.1847], [2.0507, 2.3276, -1.0084]],
  "lowdin_charge": [0.0191, -0.1977, -0.5211, 0.0593, -0.1540, -0.0987, 0.0832, 0.0745, 0.8300, 0.1989, 0.1223, -0.0116, 0.1471, 0.1265, 0.1849, 0.1372]
}

Entry 3:
{
  "formula": "C5H7N2P",
  "method": "ωB97M-V/def2-TZVPD",
  "de_lowest_kj_mol": 262.3,
  "gap_ev": [5.5, 8.2],
  "spin_multiplicity": 3,
  "s_squared": 2.012,
  "elements": ["C", "C", "C", "C", "C", "N", "N", "P", "H", "H", "H", "H", "H", "H", "H"],
  "xyz": [[-0.7190, 1.4321, -0.5172], [-0.9405, -2.2931, -0.9535], [1.0743, 0.7336, 0.9748], [1.0710, -0.6377, 0.1004], [-0.1076, 1.5028, 0.5972], [-1.3121, 1.4255, -1.5515], [-1.5579, -2.5815, -1.8682], [-0.3198, -1.7637, 0.6673], [1.2165, 0.6066, 2.0766], [2.0262, 1.1783, 0.6729], [1.1532, -0.3032, -0.9039], [1.9814, -1.2913, 0.3513], [-0.5841, 2.0138, 1.4475], [-1.8996, 0.6628, -1.6560], [-1.0821, -0.6848, 0.5623]],
  "lowdin_charge": [-0.2563, -0.4947, -0.2277, -0.4069, -0.1586, 0.1583, 0.0685, 0.9218, 0.1114, 0.1146, 0.0597, 0.0756, 0.1001, 0.0471, -0.1128]
}

Entry 4:
{
  "formula": "C5H7N2PS2",
  "method": "ωB97M-V/def2-TZVPD",
  "de_lowest_kj_mol": 0.0,
  "gap_ev": [7.1, 7.1],
  "elements": ["C", "C", "C", "C", "C", "N", "N", "P", "S", "S", "H", "H", "H", "H", "H", "H", "H"],
  "xyz": [[1.0143, 1.3592, 0.0291], [2.5257, -0.4028, 0.0206], [-2.2623, -0.0183, 1.0142], [-1.7109, -0.6767, -0.0220], [-1.1897, -0.1205, -1.2163], [2.1390, 0.8370, 0.4490], [0.2612, -0.1408, -1.3209], [1.2595, -1.3621, -0.8776], [0.4146, 2.8373, 0.0335], [4.0135, -0.9340, 0.6604], [-2.7006, -0.6277, 1.7521], [-2.2767, 1.0135, 1.3196], [-1.7190, -1.7875, 0.1354], [-1.6031, 0.8928, -1.2475], [-1.4538, -0.5676, -2.1469], [2.7326, 1.4447, 1.0488], [0.5557, -1.7464, 0.3685]],
  "lowdin_charge": [-0.7172, -0.9792, 0.0335, -0.2400, -0.3525, -0.1232, -0.2984, 0.8261, 0.7250, 0.5745, 0.0353, 0.0557, 0.1081, 0.1040, 0.1098, 0.1557, -0.0173]
}

Entry 5:
{
  "formula": "C5H7N2S",
  "method": "ωB97M-V/def2-TZVPD",
  "de_lowest_kj_mol": 223.6,
  "charge": 1,
  "gap_ev": 7.0,
  "elements": ["C", "C", "C", "C", "C", "N", "N", "S", "H", "H", "H", "H", "H", "H", "H"],
  "xyz": [[-2.4765, -0.0961, -0.4435], [-1.6870, -1.1019, -0.0088], [-1.9739, 1.2547, -0.3659], [-0.3645, -0.8738, 0.3459], [-0.6027, 1.3890, -0.2046], [0.1203, 0.3510, 0.2584], [4.2398, -1.0012, 0.1996], [4.5340, 0.4199, -0.3565], [-3.4562, -0.4228, -0.6584], [-1.9021, -2.1586, 0.1436], [-2.6516, 2.0972, -0.5064], [0.2530, -1.5585, 0.8801], [-0.2598, 2.4901, -0.0891], [1.0957, 0.6827, 0.4004], [5.1314, -1.4715, 0.4054]],
  "lowdin_charge": [0.0175, -0.0203, 0.0232, -0.0089, -0.0354, 0.0992, -0.5168, 0.5795, 0.1186, 0.1388, 0.1296, 0.1465, 0.1821, 0.1822, -0.0357]
}

Entry 6:
{
  "formula": "C5H7N3",
  "method": "ωB97M-V/def2-TZVPD",
  "de_lowest_kj_mol": 526.8,
  "smiles": "C=Nn1ccnc1C",
  "gap_ev": 8.3,
  "elements": ["C", "C", "C", "C", "C", "H", "H", "H", "H", "H", "H", "H", "N", "N", "N"],
  "xyz": [[1.6422, 0.3511, -1.4155], [0.9788, 0.4443, -0.1396], [0.4408, 0.8267, 1.9730], [-0.5307, 0.1583, 1.3309], [-2.0879, -1.1635, -0.4832], [0.9580, 0.2692, -2.3926], [2.4634, 1.0138, -1.4068], [2.1962, -0.7195, -1.4866], [0.5999, 1.1127, 2.9669], [-1.6581, 0.0519, 1.6550], [-2.7548, -0.3154, 0.2964], [-2.7481, -1.9811, -0.8616], [1.4469, 1.0997, 0.9450], [-0.2358, -0.0409, -0.0616], [-0.7107, -1.1074, -0.9198]],
  "lowdin_charge": [-0.0540, -0.4811, -0.0930, -0.1294, 0.0175, 0.1195, 0.0500, 0.1266, 0.0770, 0.1011, 0.1499, 0.0493, 0.0992, -0.1335, 0.1007]
}

Entry 7:
{
  "formula": "C5H7N3",
  "method": "ωB97M-V/def2-TZVPD",
  "de_lowest_kj_mol": 486.8,
  "gap_ev": [8.1, 8.1],
  "elements": ["C", "C", "C", "C", "C", "N", "N", "N", "H", "H", "H", "H", "H", "H", "H"],
  "xyz": [[2.4749, -0.0907, 0.3027], [0.3125, -2.1459, -0.1958], [-1.2199, -0.4311, 0.3657], [1.2652, -0.2695, 0.9155], [0.2983, 1.2079, -0.5533], [3.4442, -0.0233, -0.2896], [-0.7875, -1.5998, -0.3556], [0.0824, 0.3451, 0.6318], [0.4869, -3.0831, -0.6454], [-1.8278, 0.2410, -0.2318], [-1.7475, -0.7016, 1.3085], [1.3265, -0.6772, 1.9163], [1.1752, 1.9291, -0.2307], [0.7484, 0.6521, -1.3793], [-0.5914, 1.5958, -0.9026]],
  "lowdin_charge": [-0.2955, 0.0645, -0.1566, -0.1925, -0.0762, 0.1732, -0.0180, -0.1655, 0.0485, 0.1040, 0.1318, 0.1135, 0.1351, 0.0860, 0.0477]
}

Entry 8:
{
  "formula": "C5H7N3",
  "method": "ωB97M-V/def2-TZVPD",
  "de_lowest_kj_mol": 272.3,
  "smiles": "C1=NCC2=NCCN12",
  "gap_ev": 9.5,
  "elements": ["C", "C", "C", "C", "C", "H", "H", "H", "H", "H", "H", "H", "N", "N", "N"],
  "xyz": [[-1.8585, -0.4133, 0.1826], [-1.1791, 0.9104, -0.1301], [1.3890, 1.0233, 0.1470], [1.7259, -1.0666, -0.0996], [0.2371, -0.7732, -0.3663], [-2.5822, -0.7520, -0.5087], [-2.3531, -0.2989, 1.2112], [-1.5342, 1.4574, -1.0812], [-1.3783, 1.7237, 0.6299], [1.4565, 2.0872, 0.3950], [1.9132, -1.8806, 0.6202], [2.3234, -1.5103, -0.8954], [0.2352, 0.6075, -0.4129], [2.3259, 0.1804, 0.2024], [-0.7210, -1.2950, 0.1059]],
  "lowdin_charge": [-0.1681, -0.1325, -0.2029, -0.1515, -0.3380, 0.0939, 0.1353, 0.1314, 0.1249, 0.1356, 0.1239, 0.1088, -0.0266, 0.0565, 0.1093]
}

Entry 9:
{
  "formula": "C5H7N3",
  "method": "ωB97M-V/def2-TZVPD",
  "de_lowest_kj_mol": 90.9,
  "smiles": "Nc1cccc(N)n1",
  "gap_ev": 8.9,
  "elements": ["C", "C", "C", "C", "C", "H", "H", "H", "H", "H", "H", "H", "N", "N", "N"],
  "xyz": [[0.2996, -0.5349, -0.9677], [0.9155, -1.2510, 0.0779], [0.7706, -0.8691, 1.3278], [-0.0320, 0.2222, 1.5766], [-0.5693, 0.9622, 0.4449], [0.2947, -0.3950, -2.9944], [0.7944, -1.9214, -2.4472], [1.3342, -2.1478, -0.2394], [1.4484, -1.3718, 2.1234], [-0.2402, 0.6416, 2.5427], [-1.9270, 2.5392, -0.1902], [-1.5495, 2.6218, 1.3027], [0.2594, -1.1335, -2.2533], [-1.4396, 2.0779, 0.4865], [-0.3593, 0.5597, -0.7905]],
  "lowdin_charge": [-0.3835, -0.0886, -0.1293, -0.0360, -0.3219, 0.1101, 0.0479, 0.0846, 0.1474, 0.0865, 0.0471, 0.0685, 0.1067, 0.1254, 0.1352]
}

Entry 10:
{
  "formula": "C5H7N3",
  "method": "ωB97M-V/def2-TZVPD",
  "de_lowest_kj_mol": 557.5,
  "smiles": "C=CCN/N=C\\C#N",
  "gap_ev": 9.1,
  "elements": ["C", "C", "C", "C", "C", "H", "H", "H", "H", "H", "H", "H", "N", "N", "N"],
  "xyz": [[2.3903, -0.4194, 1.3975], [1.5649, -0.8175, 0.2187], [0.3610, -0.1828, -0.3709], [-2.4722, 0.5222, -0.4924], [-1.8275, 1.3404, -1.5678], [3.3985, -0.7636, 1.3752], [2.1666, 0.2365, 2.4260], [2.2496, -1.2522, -0.4574], [0.4182, 0.8100, -0.5628], [0.0933, -0.7498, -1.2212], [-0.5357, -1.0780, 1.2091], [-3.5867, 0.4739, -0.6386], [-0.7275, -0.4030, 0.5133], [-1.9070, 0.0122, 0.4755], [-1.5859, 2.2712, -2.3043]],
  "lowdin_charge": [0.0468, -0.1021, -0.2134, -0.1948, -0.2015, 0.0071, 0.1119, 0.0602, 0.0849, 0.1144, 0.1284, 0.1190, -0.0679, -0.0016, 0.1086]
}

Entry 11:
{
  "formula": "C5H7N3",
  "method": "ωB97M-V/def2-TZVPD",
  "de_lowest_kj_mol": 828.0,
  "gap_ev": 8.2,
  "elements": ["C", "C", "C", "C", "C", "H", "H", "H", "H", "H", "H", "H", "N", "N", "N"],
  "xyz": [[0.7806, 1.0078, 0.1963], [0.8399, -0.3847, 0.1694], [1.4637, -1.8033, 0.5712], [-0.4199, -0.9191, -0.1994], [-1.2495, 0.0782, -0.5746], [-1.2452, 3.0811, -1.3171], [-0.4771, 3.3464, 0.6993], [1.5087, 1.8964, 0.2746], [2.3367, -2.4475, 0.0577], [1.3459, -1.9811, 1.6618], [-0.2935, -2.6934, 0.9761], [-2.0940, 0.2186, -1.3198], [-1.0678, 2.5397, -0.1377], [-0.4714, 1.3537, -0.1283], [0.1720, -2.3639, -0.0212]],
  "lowdin_charge": [-0.0789, -0.1891, -0.1412, -0.2265, 0.0259, 0.1900, 0.2128, 0.1392, 0.1374, 0.0900, 0.1474, 0.1162, -0.0744, -0.3128, -0.0360]
}

Entry 12:
{
  "formula": "C5H7N3",
  "method": "ωB97M-V/def2-TZVPD",
  "de_lowest_kj_mol": 862.5,
  "gap_ev": 8.9,
  "elements": ["C", "C", "C", "C", "C", "H", "H", "H", "H", "H", "H", "H", "N", "N", "N"],
  "xyz": [[1.3697, -0.1767, -0.6699], [0.6845, 1.2647, -0.1169], [-1.7899, 0.5780, 0.1117], [-2.1762, -0.7582, 0.0191], [-0.1558, -0.5136, -0.7898], [1.6505, -0.1929, 1.4594], [1.8165, -2.1948, 0.4701], [1.9118, -0.1209, -1.6949], [0.9276, 2.4396, -0.6615], [0.7289, 1.3811, 1.1325], [-2.3043, 1.4822, 0.7071], [-3.0273, -1.2676, 0.7812], [2.0701, -1.0344, 0.3772], [-0.5684, 0.5531, -0.5832], [-1.1376, -1.4396, -0.5421]],
  "lowdin_charge": [-0.2627, -0.0319, -0.0940, -0.1896, -0.4257, 0.2114, 0.1488, 0.1413, 0.1733, 0.1415, 0.1435, 0.1593, -0.0690, -0.1154, 0.0691]
}

Entry 13:
{
  "formula": "C5H7N3",
  "method": "ωB97M-V/def2-TZVPD",
  "de_lowest_kj_mol": 822.6,
  "smiles": "CN1[C@H]2C=NN=C[C@@H]21",
  "gap_ev": 9.2,
  "elements": ["C", "C", "C", "C", "C", "H", "H", "H", "H", "H", "H", "H", "N", "N", "N"],
  "xyz": [[-1.5173, -1.0550, -0.9539], [0.7585, -0.6256, 0.0785], [1.6907, 0.3144, -0.6087], [0.2711, 0.8662, 1.7798], [-0.4588, 0.1369, 0.6112], [-1.3740, -0.2398, -1.5798], [-2.6994, -0.8711, -0.8517], [-1.4535, -1.6711, -1.9364], [1.3716, -1.1184, 0.8120], [2.2111, 0.3675, -1.6401], [0.0593, 0.8996, 2.8145], [-0.8856, 0.9197, -0.1255], [-0.6550, -1.0912, 0.2475], [1.5627, 1.5083, -0.0220], [1.1185, 1.6596, 1.3749]],
  "lowdin_charge": [-0.1021, -0.1922, -0.0950, -0.1135, -0.3084, 0.0200, 0.1350, 0.1126, 0.1282, 0.1303, 0.0992, 0.1667, -0.0302, 0.0097, 0.0397]
}

Entry 14:
{
  "formula": "C5H7N3",
  "method": "ωB97M-V/def2-TZVPD",
  "de_lowest_kj_mol": 356.3,
  "smiles": "C[C@@H]1Cc2[nH]nnc21",
  "gap_ev": 9.9,
  "elements": ["C", "C", "C", "C", "C", "H", "H", "H", "H", "H", "H", "H", "N", "N", "N"],
  "xyz": [[-1.9607, 0.1766, -0.8581], [-0.4846, 0.5349, -0.6384], [0.7479, -0.4513, -1.0514], [1.1428, -0.3165, 0.4204], [0.1224, 0.5290, 0.7820], [-2.6070, 0.9425, -0.3547], [-2.1783, 0.2206, -1.9096], [-2.2739, -0.8066, -0.4045], [-0.3068, 1.5174, -1.1013], [1.4760, 0.1142, -1.6412], [0.5896, -1.4788, -1.2920], [2.6183, -1.1371, 1.7703], [1.8391, -0.5633, 1.5552], [1.1632, 0.0357, 2.5962], [0.1121, 0.6825, 2.1272]],
  "lowdin_charge": [-0.0739, -0.2474, -0.0164, -0.2130, -0.2261, 0.0888, 0.0577, 0.0931, 0.1259, 0.1039, 0.0954, 0.1341, 0.0603, -0.0237, 0.0414]
}

Entry 15:
{
  "formula": "C5H7N3",
  "method": "ωB97M-V/def2-TZVPD",
  "de_lowest_kj_mol": 409.3,
  "gap_ev": 9.0,
  "elements": ["C", "C", "C", "C", "C", "N", "N", "N", "H", "H", "H", "H", "H", "H", "H"],
  "xyz": [[1.5056, -1.3719, -0.6446], [1.7537, 1.3164, 0.1621], [-0.7730, -0.1069, 1.3079], [0.8268, 0.5912, -0.6672], [-0.5760, 0.4513, -0.1134], [1.7745, -2.4686, -0.6797], [2.4708, 1.8754, 0.8657], [-1.4240, -0.2204, -1.1045], [-1.7075, -0.4924, 1.5356], [-0.1710, -1.0661, 1.3940], [-0.4831, 0.7255, 1.9879], [0.8338, 0.7815, -1.7979], [-1.0279, 1.5538, 0.1067], [-0.8075, -0.8230, -1.6206], [-2.1951, -0.7458, -0.7321]],
  "lowdin_charge": [-0.1249, -0.2266, -0.0623, -0.0874, -0.4865, 0.0504, 0.1959, 0.0448, 0.0445, 0.0962, 0.0925, 0.1562, 0.1858, 0.0469, 0.0745]
}

Entry 16:
{
  "formula": "C5H7N3O",
  "method": "ωB97M-V/def2-TZVPD",
  "de_lowest_kj_mol": 489.7,
  "smiles": "C#CC(=O)N/N=C/CN",
  "gap_ev": 9.9,
  "elements": ["C", "C", "C", "C", "C", "H", "H", "H", "H", "H", "H", "H", "N", "N", "N", "O"],
  "xyz": [[0.8563, -1.9093, -0.0775], [0.6597, -0.4023, 0.1021], [-0.1079, 2.6448, -0.3417], [-1.2612, 1.9516, 0.1928], [-2.1364, 1.1904, 0.6070], [-1.0069, -2.0596, -0.3894], [-0.6597, -2.9680, 1.0767], [1.3789, -2.1203, -1.0314], [1.6299, -2.1428, 0.6764], [-0.0441, -0.1504, 0.9874], [1.8489, 2.2066, -1.1579], [-2.7745, 0.3974, 1.0059], [-0.3702, -2.7571, 0.0732], [1.0882, 0.3551, -0.8277], [0.8707, 1.8284, -0.7063], [0.0284, 3.9355, -0.1895]],
  "lowdin_charge": [-0.2805, -0.1763, -0.4940, -0.0386, 0.1272, 0.0713, 0.0924, 0.1112, 0.1089, 0.1320, 0.2244, 0.0543, -0.0192, 0.0753, 0.0361, -0.0246]
}

Entry 17:
{
  "formula": "C5H7N3O",
  "method": "ωB97M-V/def2-TZVPD",
  "de_lowest_kj_mol": 463.2,
  "smiles": "CN(N)C#N.C=C=C=O",
  "gap_ev": 8.5,
  "elements": ["C", "N", "C", "C", "N", "C", "C", "O", "N", "H", "H", "H", "H", "H", "H", "H"],
  "xyz": [[1.5043, -0.2491, 1.3702], [0.9824, 0.0757, 0.0592], [-1.3659, -1.4061, 0.1149], [-1.7433, -0.3221, -0.4836], [1.7306, -0.4396, -1.0234], [-2.6287, 0.6498, -0.6163], [0.2188, 1.1704, -0.1274], [-0.9042, -2.4205, 0.4667], [-0.1019, 2.2651, -0.3533], [1.0937, -0.8661, -1.6917], [2.2427, 0.3075, -1.4901], [0.8472, 0.1699, 2.1309], [1.5186, -1.3348, 1.4677], [2.5126, 0.1550, 1.5028], [-2.6996, 1.2084, -1.5396], [-3.2073, 1.0364, 0.2130]],
  "lowdin_charge": [-0.0472, -0.2740, -0.2329, -0.1310, 0.0916, 0.0349, -0.3370, 0.1417, 0.1658, 0.0895, 0.0948, 0.0944, 0.0815, 0.0872, 0.0657, 0.0750]
}